Record 1
ORCA calculation (the ωB97M-V functional and the def2-TZVPD basis) on C29H27CsN3OPS as an isolated structure.

Geometry (Å):
1 Cs 0.222 0.329 -0.044
2 N -3.537 3.742 0.533
3 C -2.349 3.238 -0.019
4 S -2.550 1.986 -1.180
5 N -1.283 3.821 0.441
6 N -0.050 3.302 0.094
7 C 0.882 4.151 0.309
8 C 2.325 4.065 0.162
9 C 3.039 5.243 0.413
10 C 4.417 5.327 0.334
11 C 5.130 4.171 -0.005
12 C 4.471 2.989 -0.250
13 C 3.045 2.862 -0.183
14 O 2.464 1.755 -0.397
15 H -4.324 3.649 -0.086
16 H -3.420 4.657 0.944
17 H 0.553 5.136 0.667
18 H 2.473 6.130 0.684
19 H 4.932 6.259 0.535
20 H 6.214 4.205 -0.069
21 H 5.025 2.090 -0.501
22 C 1.151 1.874 3.546
23 C 1.932 0.783 4.227
24 C 3.190 1.073 4.749
25 C 3.957 0.105 5.380
26 C 3.470 -1.187 5.501
27 C 2.216 -1.493 4.990
28 C 1.434 -0.525 4.362
29 P -0.150 -0.980 3.542
30 C -1.407 -0.255 4.667
31 C -1.087 0.299 5.907
32 C -2.059 0.875 6.713
33 C -3.378 0.899 6.288
34 C -3.707 0.347 5.057
35 C -2.744 -0.228 4.236
36 C -3.129 -0.794 2.892
37 C -0.366 -2.748 3.749
38 C -0.694 -3.280 5.003
39 C -0.831 -4.635 5.230
40 C -0.623 -5.504 4.133
41 C -0.321 -5.028 2.894
42 C -0.191 -3.612 2.588
43 C 0.076 -3.213 1.299
44 H 1.645 2.836 3.684
45 H 0.139 1.955 3.946
46 H 1.061 1.739 2.465
47 H 3.585 2.077 4.642
48 H 4.939 0.360 5.763
49 H 4.065 -1.955 5.983
50 H 1.827 -2.503 5.060
51 H -0.058 0.281 6.245
52 H -1.788 1.304 7.672
53 H -4.149 1.349 6.904
54 H -4.738 0.372 4.719
55 H -4.212 -0.868 2.794
56 H -2.688 -1.782 2.743
57 H -2.763 -0.141 2.093
58 H -0.843 -2.587 5.826
59 H -1.088 -5.020 6.210
60 H -0.715 -6.577 4.283
61 H -0.181 -5.730 2.077
62 H 0.140 -2.186 0.974
63 H 0.189 -3.980 0.540

The value obtained for the gap between HOMO and LUMO is 4.679 eV. The value obtained for the LUMO energy is 0.14776 Ha. The calculation puts the energy above the lowest of the compared OMol25 structures with the same formula, charge and spin at 0.0 kJ/mol. The spin multiplicity is 1. The charge is -2.


Record 2
ORCA calculation (the ωB97M-V functional and the def2-TZVPD basis) on C29H27F5FeN4O3 as an isolated structure.

Geometry (Å):
1 Fe -0.888 0.483 -1.530
2 C -3.538 1.746 -2.394
3 N -2.252 2.249 -1.877
4 C -1.835 3.393 -2.699
5 C -2.403 2.692 -0.477
6 C -2.825 1.542 0.419
7 N -2.055 0.363 0.050
8 C -2.309 -0.814 0.726
9 C -2.077 -2.031 0.076
10 F -1.676 -1.987 -1.228
11 C -2.208 -3.266 0.674
12 F -1.926 -4.355 -0.053
13 C -2.627 -3.385 1.983
14 C -2.907 -2.207 2.645
15 F -3.314 -2.242 3.917
16 C -2.750 -0.965 2.054
17 F -3.010 0.108 2.830
18 H -4.334 2.485 -2.248
19 H -3.813 0.824 -1.887
20 H -3.444 1.553 -3.462
21 H -2.600 4.178 -2.678
22 H -1.702 3.080 -3.734
23 H -0.901 3.802 -2.326
24 H -3.130 3.513 -0.420
25 H -1.433 3.081 -0.156
26 H -3.902 1.354 0.313
27 H -2.680 1.868 1.449
28 H -2.740 -4.345 2.464
29 O 5.419 -0.151 4.067
30 C 4.276 -0.826 3.836
31 O 4.112 -1.918 4.289
32 C 3.303 -0.190 2.842
33 C 1.372 0.653 3.485
34 C 0.485 0.731 2.214
35 C 1.616 -0.109 0.492
36 C 3.095 -0.330 0.388
37 C 3.873 -0.332 1.464
38 N 0.909 -0.488 -0.738
39 C 1.237 -1.557 -1.340
40 C 0.573 -1.880 -2.625
41 C 0.895 -3.023 -3.328
42 C 0.249 -3.266 -4.536
43 C -0.680 -2.350 -4.989
44 C -0.943 -1.225 -4.216
45 N -0.333 -0.986 -3.061
46 H 5.315 0.780 3.838
47 H 0.912 0.846 4.449
48 H -0.555 1.010 2.346
49 H 3.539 -0.430 -0.597
50 H 4.945 -0.447 1.354
51 H 2.006 -2.237 -0.970
52 H 1.627 -3.714 -2.934
53 H 0.470 -4.157 -5.106
54 H -1.209 -2.497 -5.919
55 H -1.681 -0.499 -4.536
56 F 3.357 1.630 4.493
57 C 2.776 1.257 3.290
58 C 1.869 -0.744 3.024
59 C 0.945 -0.687 1.785
60 C 1.235 1.285 1.030
61 C 2.184 2.380 1.204
62 C 2.909 2.383 2.323
63 H 1.814 -1.635 3.640
64 H 0.264 -1.521 1.637
65 H 2.329 3.144 0.447
66 H 3.636 3.154 2.548
67 O 0.717 1.795 -2.471
68 H 0.828 1.881 -3.426
69 H 1.586 1.553 -2.127

The value obtained for the gap between HOMO and LUMO (spin up / spin down) is 6.493 / 6.576 eV. Its expectation value of S² is 8.768. The value obtained for the LUMO energy (spin up / spin down) is -0.13834 / -0.14192 Ha. The calculation puts the energy above the lowest of the compared OMol25 structures with the same formula, charge and spin at 0.0 kJ/mol. The spin multiplicity is 6. The charge is +1.


Record 3
ORCA calculation (the ωB97M-V functional and the def2-TZVPD basis) on a 2-piece molecular cluster, C29H27F6N4 overall.

Geometry (Å):
1 F -5.835 3.465 -2.904
2 C -5.643 2.630 -1.851
3 F -4.875 3.287 -0.912
4 F -6.867 2.410 -1.253
5 C -5.009 1.321 -2.200
6 N -4.826 0.555 -0.954
7 C -5.731 -0.519 -0.759
8 C -5.521 -1.757 -1.406
9 C -6.454 -2.777 -1.238
10 C -7.597 -2.565 -0.452
11 C -7.828 -1.314 0.138
12 C -6.896 -0.297 -0.007
13 C -3.664 0.619 -0.241
14 C -3.691 0.225 1.125
15 C -2.525 0.261 1.865
16 C -1.288 0.597 1.245
17 C -0.084 0.727 2.026
18 C 1.223 0.552 1.455
19 C 2.331 1.137 2.116
20 C 3.584 1.170 1.536
21 C 3.827 0.460 0.341
22 N 5.069 0.433 -0.236
23 C 6.110 1.418 0.127
24 C 6.046 2.588 -0.804
25 F 6.920 3.588 -0.494
26 F 6.303 2.179 -2.097
27 F 4.772 3.120 -0.818
28 C 5.528 -0.729 -0.916
29 C 5.442 -0.764 -2.317
30 C 5.899 -1.879 -3.010
31 C 6.458 -2.959 -2.316
32 C 6.598 -2.904 -0.924
33 C 6.175 -1.778 -0.218
34 C 2.750 -0.211 -0.304
35 C 1.478 -0.168 0.245
36 C -1.296 0.960 -0.123
37 C -2.462 1.050 -0.837
38 H -5.701 0.749 -2.832
39 H -4.058 1.513 -2.697
40 H -4.622 -1.879 -2.016
41 H -6.286 -3.739 -1.725
42 H -8.318 -3.373 -0.305
43 H -8.733 -1.120 0.717
44 H -7.034 0.695 0.435
45 H -4.641 -0.042 1.594
46 H -2.539 -0.007 2.929
47 H -0.144 1.317 2.984
48 H 2.185 1.574 3.104
49 H 4.370 1.770 1.992
50 H 5.980 1.785 1.141
51 H 7.077 0.917 -0.016
52 H 5.018 0.113 -2.821
53 H 5.812 -1.889 -4.093
54 H 6.801 -3.839 -2.865
55 H 7.046 -3.736 -0.383
56 H 6.311 -1.680 0.866
57 H 2.927 -0.683 -1.274
58 H 0.667 -0.729 -0.254
59 H -0.348 1.197 -0.618
60 H -2.456 1.435 -1.854
61 N -0.027 -0.631 3.674
62 N 0.862 -0.931 4.751
63 H -0.019 -1.406 3.009
64 H -0.990 -0.538 4.011
65 H 1.800 -0.702 4.391
66 H 0.636 -0.271 5.524

The value obtained for the gap between HOMO and LUMO is 6.883 eV. The value obtained for the LUMO energy is -0.14403 Ha. The spin multiplicity is 1. The charge is +1.


Record 4
ORCA calculation (the ωB97M-V functional and the def2-TZVPD basis) on a 2-piece molecular cluster, C29H27N2O9 overall.

Geometry (Å):
1 C 3.672 1.131 5.870
2 O 3.693 -0.115 5.137
3 C 2.590 -0.458 4.419
4 C 2.666 -1.667 3.673
5 C 1.655 -2.027 2.814
6 C 0.520 -1.178 2.609
7 C -0.427 -1.406 1.570
8 C -1.487 -0.429 1.267
9 O -1.447 0.764 1.525
10 O -2.606 -0.910 0.636
11 C -2.785 -2.344 0.641
12 C -3.049 -2.881 2.041
13 C -3.952 -2.656 -0.303
14 O -1.594 -2.935 0.084
15 C -0.404 -2.581 0.686
16 O 0.594 -3.222 0.409
17 C 0.420 -0.021 3.445
18 C 1.433 0.353 4.305
19 H 4.605 1.113 6.433
20 H 3.645 1.985 5.181
21 H 2.807 1.177 6.545
22 H 3.569 -2.271 3.767
23 H 1.737 -2.915 2.195
24 H -2.247 -2.619 2.741
25 H -3.992 -2.480 2.427
26 H -3.132 -3.973 2.003
27 H -3.768 -2.214 -1.287
28 H -4.076 -3.740 -0.415
29 H -4.883 -2.238 0.099
30 H -0.459 0.608 3.347
31 H 1.332 1.300 4.850
32 C -3.436 5.293 -0.579
33 C -3.206 5.233 0.801
34 C -1.977 4.773 1.279
35 C -0.977 4.364 0.384
36 C 0.296 3.763 0.885
37 O 0.384 2.471 0.222
38 C 1.301 1.677 0.770
39 N 1.182 0.285 0.463
40 N 0.593 -0.192 -0.506
41 C 1.509 -1.066 -1.273
42 O 2.550 -1.516 -0.852
43 O 0.969 -1.273 -2.478
44 C 1.698 -2.299 -3.220
45 C 1.448 -2.103 -4.684
46 C 0.390 -2.766 -5.315
47 C 0.230 -2.673 -6.700
48 C 1.088 -1.864 -7.455
49 C 2.114 -1.155 -6.815
50 C 2.272 -1.250 -5.429
51 O 2.192 1.996 1.537
52 C -1.203 4.434 -0.994
53 C -2.428 4.905 -1.471
54 H -4.394 5.648 -0.960
55 H -3.976 5.539 1.510
56 H -1.768 4.698 2.349
57 H 1.192 4.348 0.622
58 H 0.274 3.594 1.968
59 H 2.763 -2.198 -2.979
60 H 1.343 -3.274 -2.858
61 H -0.286 -3.359 -4.697
62 H -0.568 -3.238 -7.183
63 H 0.962 -1.794 -8.537
64 H 2.798 -0.532 -7.394
65 H 3.041 -0.680 -4.904
66 H -0.417 4.100 -1.674
67 H -2.582 4.959 -2.549

The value obtained for the gap between HOMO and LUMO is 5.333 eV. The value obtained for the LUMO energy is 0.07701 Ha. The spin multiplicity is 1. The charge is -1.


For each record above, in turn, the calculated F_max values are 0.57, 0.59, 2.10, 4.40 eV/A.
For each record above, in turn, the calculated calculated total energy values are -57702.0675, -90579.4900, -52769.1129, -51917.6492 eV.